The following is a DFT calculation (ωB97M-V with the def2-TZVPD basis set) of a 8-piece molecular cluster, C12H43N3O8 overall in a non-equilibrium geometry.

XYZ file:
```
66
Properties=species:S:1:pos:R:3:forces:R:3
C 16.881229 -9.234815 21.295750 0.713 -0.624 0.120
C 16.058585 -10.457565 20.879515 -0.515 -0.406 -0.281
C 16.383352 -11.821623 21.609307 0.588 0.994 0.557
O 17.705625 -12.253003 21.261312 0.051 -0.485 0.279
C 18.080855 -13.502783 21.882654 -0.490 1.110 0.122
N 14.640992 -10.105167 21.075901 -0.579 -0.896 0.449
H 16.780621 -9.039285 22.363340 -0.047 -0.162 0.122
H 16.610964 -8.302453 20.799996 -0.415 -0.217 -0.308
H 17.937987 -9.380805 21.072034 0.098 -0.136 0.106
H 16.196889 -10.736560 19.834939 0.464 0.437 -0.281
H 15.669337 -12.628805 21.445823 -0.322 0.142 -0.762
H 16.317653 -11.666448 22.686199 0.199 0.235 0.448
H 17.458444 -14.323814 21.526835 0.077 -0.120 -0.218
H 17.963218 -13.439543 22.964434 -0.285 0.111 0.304
H 19.145151 -13.697080 21.749825 -0.136 0.124 -0.595
H 14.311241 -9.349435 20.492624 0.854 0.859 -0.009
H 14.111865 -10.805486 20.576210 -0.139 -0.780 0.316
C 13.206449 -16.525581 17.794170 -0.587 0.015 -1.233
C 13.304833 -17.177221 19.125479 -1.038 -0.422 -0.272
C 14.118410 -18.445489 19.164570 -0.430 0.064 -0.437
O 14.160780 -18.884173 20.521256 2.088 -1.216 -0.530
C 15.446727 -19.525622 20.788810 -0.299 1.207 1.612
N 13.754108 -16.140531 20.001579 1.323 -0.032 1.313
H 12.581627 -17.100548 17.110707 0.078 -0.019 -0.271
H 14.180590 -16.322016 17.349532 0.133 -0.240 0.024
H 12.754694 -15.539973 17.906373 -0.211 -0.058 -0.024
H 12.339291 -17.523261 19.494387 -0.554 0.084 -0.291
H 15.059333 -18.328838 18.626837 0.684 0.189 0.755
H 13.616756 -19.212103 18.574026 -0.384 -0.075 -0.127
H 15.468006 -19.767422 21.851443 -0.400 -0.089 0.117
H 16.217515 -18.757844 20.721638 0.203 -0.050 -0.509
H 15.769688 -20.441435 20.293755 -0.715 0.107 -0.791
H 12.945040 -15.642600 20.344470 -0.163 0.115 0.200
H 14.158818 -16.636288 20.782946 0.178 0.344 0.641
C 13.342814 -17.162356 26.028847 -0.724 1.095 1.969
C 13.192481 -17.044438 24.593018 -0.093 -1.013 -2.996
C 13.656843 -15.755450 23.919471 0.720 1.370 0.723
O 12.982020 -14.595185 24.400091 -0.930 -0.977 0.738
C 13.309933 -13.351553 23.824400 -0.362 -0.289 0.468
N 13.967522 -18.168850 23.993274 0.165 1.906 0.003
H 14.299250 -16.773860 26.378710 0.164 -0.344 0.031
H 13.140912 -18.182056 26.356799 0.294 -0.052 0.075
H 12.570473 -16.548162 26.491807 0.050 0.117 0.306
H 12.158524 -17.136356 24.260462 -0.498 -0.160 0.468
H 13.520389 -15.724498 22.838493 0.188 -0.691 -0.214
H 14.708346 -15.648728 24.185995 0.482 -0.014 -0.371
H 13.302420 -13.384269 22.734915 0.389 -0.003 -0.144
H 14.231150 -12.987348 24.279165 0.347 0.157 -0.475
H 12.509621 -12.677133 24.128971 0.022 0.083 -0.025
H 13.965027 -18.998268 24.569608 -0.365 -0.087 -0.711
H 13.750381 -18.192898 23.007187 0.134 -1.089 0.025
O 11.645176 -12.155657 17.178906 -0.640 0.020 -0.514
H 12.481339 -11.773586 17.445509 0.661 0.138 0.237
H 11.233774 -12.428747 17.998916 -0.166 -0.215 0.046
O 10.279215 -15.148510 20.724091 -0.351 -0.501 0.077
H 9.769744 -14.780577 21.446099 -0.107 0.012 0.206
H 10.831910 -14.425477 20.427463 0.600 0.401 -0.289
O 12.432390 -13.468301 19.865591 -0.965 -0.092 0.601
H 13.304304 -13.714372 19.556647 0.475 0.050 -0.303
H 12.322467 -12.562213 19.577210 0.223 0.388 0.008
O 14.182123 -11.389221 18.500650 -0.972 0.993 -0.109
H 14.628663 -11.030784 17.733606 0.309 0.283 -0.417
H 14.603045 -12.235918 18.649515 0.310 -0.926 0.068
O 15.035185 -13.804662 18.977208 -0.118 0.527 -0.066
H 14.872889 -14.670102 19.352578 -0.297 -1.310 0.416
H 15.965563 -13.811246 18.752307 1.034 0.117 -0.378
```
Forces are in eV/Å.

Summary:
Relative energy (zero: lowest compared OMol25 entry of this formula, charge and spin) ... 0.0000 eV
Gap between HOMO and LUMO (alpha / beta) ... 2.27 / 9.16 eV
Net charge ... -1
E_HOMO (alpha / beta) ... 0.0154 / -0.2409 Eh
Spin multiplicity ... 2
⟨S²⟩ ... 0.75
Lowest unoccupied orbital energy (alpha / beta) ... 0.0987 / 0.0956 Eh

The following is a DFT calculation (ωB97M-V with the def2-TZVPD basis set) of one molecule with the formula C4H9NO.

XYZ file:
```
15
Properties=species:S:1:pos:R:3:forces:R:3
C 1.828817 -0.114919 0.144416 0.137 -0.021 0.042
N 0.441152 -0.464733 -0.065263 0.015 -0.108 0.082
C -0.266344 0.075528 -1.237437 0.015 0.028 -0.241
C -1.426308 0.522304 -0.324810 -0.144 0.021 -0.015
C -0.554649 0.052125 0.864844 0.030 0.358 -0.003
O -1.072628 -0.911072 1.738072 -0.011 0.015 0.031
H 2.039913 0.940743 -0.107752 -0.044 -0.148 0.067
H 2.489823 -0.746699 -0.458980 -0.109 0.094 0.067
H 2.078255 -0.275597 1.198816 -0.011 -0.007 -0.180
H 0.269657 0.902929 -1.723963 -0.096 -0.059 0.107
H -0.499096 -0.681223 -1.997901 0.062 0.173 0.127
H -1.642204 1.594507 -0.342111 0.021 -0.221 0.031
H -2.361948 -0.032751 -0.428068 0.159 0.033 -0.006
H -0.200818 0.865168 1.513357 -0.004 -0.053 -0.129
H -1.123622 -1.726310 1.226780 -0.021 -0.104 0.021
```
Forces are in eV/Å.

Summary:
Relative energy (zero: lowest compared OMol25 entry of this formula, charge and spin) ... 1.8377 eV
Gap between HOMO and LUMO ... 10.07 eV
SMILES ... CN1CC[C@H]1O
E_HOMO ... -0.3276 Eh
Lowest unoccupied orbital energy ... 0.0425 Eh

The following is a DFT calculation (ωB97M-V with the def2-TZVPD basis set) of one molecule with the formula C3H8OS.

XYZ file:
```
13
Properties=species:S:1:pos:R:3:forces:R:3
O -0.812645 1.099178 -2.617403 -0.047 0.002 -0.039
C -0.722313 -0.017971 -1.737288 0.479 0.462 -0.300
C -0.076048 0.357270 -0.415812 -0.054 -0.012 0.291
C 0.209410 -0.853588 0.455980 0.277 0.227 0.504
S 0.865987 -0.391395 2.116263 -0.091 -0.153 -0.322
H -1.571587 1.630845 -2.365934 -0.007 0.067 0.044
H -1.706600 -0.456949 -1.602779 -0.152 -0.265 0.148
H -0.080070 -0.723890 -2.265014 -0.108 -0.193 0.049
H 0.868866 0.872315 -0.593519 0.016 0.009 -0.203
H -0.686714 1.073800 0.134874 -0.216 -0.022 -0.005
H 0.963212 -1.475811 -0.008246 0.206 -0.172 -0.096
H -0.644853 -1.488958 0.647486 -0.315 -0.031 -0.157
H -0.296990 -0.550232 2.755853 0.011 0.080 0.085
```
Forces are in eV/Å.

Summary:
Relative energy (zero: lowest compared OMol25 entry of this formula, charge and spin) ... 0.1549 eV
Gap between HOMO and LUMO ... 9.99 eV
SMILES ... OCCCS
E_HOMO ... -0.3357 Eh
Lowest unoccupied orbital energy ... 0.0315 Eh

The following is a DFT calculation (ωB97M-V with the def2-TZVPD basis set) of C2H7N4 as an isolated structure in a non-equilibrium geometry.

XYZ file:
```
13
Properties=species:S:1:pos:R:3:forces:R:3
C -1.189510 -0.573956 -0.273562 -2.635 0.573 0.246
C 2.585355 0.610910 -0.339627 1.781 0.529 -1.030
N -2.163023 0.092725 -0.335683 -0.094 0.296 -0.045
N 1.992470 -0.142740 0.464916 -0.223 0.969 -2.262
N -0.091816 -1.134338 -0.220409 1.557 -2.514 -1.479
N -3.046228 0.786768 0.407932 -0.047 -0.044 0.547
H 3.528659 1.182931 -0.353605 -0.120 -0.449 1.298
H 2.217738 0.664466 -1.352571 -0.946 0.147 -0.244
H 2.261103 -0.460783 1.342490 1.129 0.127 2.022
H 0.851860 -0.486801 -0.113684 0.193 -0.839 1.219
H 0.159272 -2.142836 -0.444859 -1.205 1.643 0.423
H -3.814015 1.231004 -0.090624 0.461 -0.529 -0.151
H -3.291859 0.372653 1.309289 0.149 0.090 -0.544
```
Forces are in eV/Å.

Summary:
Relative energy (zero: lowest compared OMol25 entry of this formula, charge and spin) ... 4.2601 eV
Gap between HOMO and LUMO ... 10.19 eV
Net charge ... +1
E_HOMO ... -0.5003 Eh
Lowest unoccupied orbital energy ... -0.1259 Eh

The following is a DFT calculation (ωB97M-V with the def2-TZVPD basis set) of C5H14N2 as an isolated structure in a non-equilibrium geometry.

XYZ file:
```
21
Properties=species:S:1:pos:R:3:forces:R:3
C -0.813592 -0.646243 -0.494786 1.516 -0.285 -0.548
C -1.935653 -0.441932 0.497331 0.247 0.290 0.095
C -0.224756 -2.049502 -0.456372 -0.226 -0.295 -0.180
H -1.118464 -0.370018 -1.506149 -0.077 -0.046 -0.053
H 0.545584 -0.132993 -0.479471 -3.542 -0.204 0.414
H -1.580796 -0.601486 1.519485 -0.075 0.006 0.028
H -2.762158 -1.142056 0.326553 0.130 -0.023 -0.047
H -2.358856 0.564287 0.433044 0.019 -0.021 0.076
H 0.644143 -2.141384 -1.117250 -0.063 -0.020 0.073
H -0.957955 -2.796613 -0.780430 0.010 -0.114 0.040
H 0.104912 -2.298409 0.554669 -0.031 -0.015 -0.061
C 0.027787 2.223267 -0.610348 -0.305 -0.466 -0.269
N 2.358164 -0.190974 0.895860 -0.031 -0.377 0.034
C 0.559500 1.069960 0.184952 3.641 -0.330 -0.675
N 1.836777 0.643414 -0.140201 -0.953 1.819 1.279
H 2.460419 0.303532 1.781606 -0.038 0.142 -0.201
H 3.289352 -0.484110 0.617432 -0.229 0.102 -0.073
H 0.198258 0.949756 1.209200 -0.039 -0.137 -0.096
H 0.185463 2.049386 -1.675768 0.061 0.045 0.088
H 0.579594 3.124041 -0.330919 -0.080 -0.124 0.093
H -1.037723 2.368078 -0.428438 0.067 0.055 -0.018
```
Forces are in eV/Å.

Summary:
Relative energy (zero: lowest compared OMol25 entry of this formula, charge and spin) ... 5.1540 eV
Gap between HOMO and LUMO ... 7.87 eV
E_HOMO ... -0.2488 Eh
Lowest unoccupied orbital energy ... 0.0403 Eh

The following is a DFT calculation (ωB97M-V with the def2-TZVPD basis set) of one molecule with the formula C5H6N2O in a non-equilibrium geometry.

XYZ file:
```
14
Properties=species:S:1:pos:R:3:forces:R:3
C 0.944743 1.547845 0.142493 0.727 -0.502 -0.164
C 1.029095 -1.526659 0.744197 -2.205 3.106 -3.031
C 1.445753 0.403384 -0.746912 1.146 -0.119 1.215
C -1.153722 -0.896947 -0.270734 0.154 -0.683 1.215
C -2.077737 0.199354 0.113482 0.470 -0.401 2.921
N 0.596198 2.427213 0.805291 0.192 -0.754 -0.596
N -0.206984 -1.260312 0.477036 1.456 -0.948 0.036
O 1.998372 -0.748700 0.051378 -0.938 1.390 -0.334
H 1.386399 -2.469278 0.985182 0.555 -1.346 1.168
H 0.572790 0.053492 -1.297099 0.434 0.112 -0.393
H 2.301336 0.784791 -1.415704 -1.434 -0.794 1.153
H -3.122334 -0.093373 0.029062 0.042 -0.104 0.217
H -1.903795 0.798033 -0.704309 0.051 2.155 -1.855
H -1.810113 0.781162 1.086636 -0.649 -1.113 -1.552
```
Forces are in eV/Å.

Summary:
Relative energy (zero: lowest compared OMol25 entry of this formula, charge and spin) ... 4.1376 eV
Gap between HOMO and LUMO ... 8.59 eV
E_HOMO ... -0.2944 Eh
Lowest unoccupied orbital energy ... 0.0214 Eh

The following is a DFT calculation (ωB97M-V with the def2-TZVPD basis set) of a 2-piece molecular cluster, BH3OS overall in a non-equilibrium geometry.

XYZ file:
```
6
Properties=species:S:1:pos:R:3:forces:R:3
B 1.875022 -0.099604 0.139264 0.671 0.507 -0.531
O 1.057788 0.769243 0.223178 -0.539 -0.056 0.268
H 2.821261 -0.727842 -0.115975 -0.100 -0.452 0.242
S -2.418509 -0.099801 0.114119 -1.467 -1.018 0.699
H -1.348904 -0.874882 -0.004503 0.501 0.332 -0.228
H -1.986659 1.032885 -0.356082 0.934 0.687 -0.450
```
Forces are in eV/Å.

Summary:
Relative energy (zero: lowest compared OMol25 entry of this formula, charge and spin) ... 1.0328 eV
Gap between HOMO and LUMO ... 9.96 eV
SMILES ... B=O.S
E_HOMO ... -0.3486 Eh
Lowest unoccupied orbital energy ... 0.0173 Eh

The following is a DFT calculation (ωB97M-V with the def2-TZVPD basis set) of C14H27Br3ClCsFKN2NaO6P2 as an isolated structure in a non-equilibrium geometry.

XYZ file:
```
59
Properties=species:S:1:pos:R:3:forces:R:3
C -1.725711 -3.583070 -1.571375 0.773 0.593 -0.119
P -0.293805 -3.498458 -2.809408 -0.366 -0.230 -0.890
C 0.633156 -1.860208 -2.637065 -0.427 0.011 0.158
C -0.031210 -0.695948 -3.408949 0.592 -1.226 -0.340
C -0.206506 -0.991148 -4.897416 0.203 0.571 0.437
O 0.892574 0.372082 -3.287849 -1.211 0.213 0.406
C 0.260390 1.535154 -2.752074 1.691 1.872 1.214
C 0.679853 1.750020 -1.184266 -1.070 -3.595 -0.758
C -0.078585 2.632114 -0.455553 0.926 -0.711 0.124
C 0.302116 2.815260 0.877886 0.176 0.572 -0.848
C 1.371220 2.143659 1.411448 0.318 0.569 1.375
C 2.155124 1.232320 0.726743 -0.258 -0.633 -1.814
C 1.851976 0.978321 -0.613704 -2.930 -0.030 0.733
H -1.570441 -3.116638 -0.585916 -0.812 -0.766 -0.238
H -2.575813 -3.092855 -2.042513 -0.010 0.086 0.085
H -2.002564 -4.621310 -1.408609 0.166 -0.060 -0.008
H 0.639438 -4.456295 -2.345700 -0.029 0.368 0.570
H 0.778663 -1.477447 -1.610058 1.518 0.413 -2.416
H 1.631194 -1.957468 -3.065937 0.014 -0.394 0.077
H -0.993327 -0.489351 -2.929381 0.027 0.366 -0.080
H -0.737638 -0.153690 -5.349344 -0.186 -0.139 -0.055
H -0.703518 -1.939196 -5.079614 -0.051 0.038 -0.157
H 0.796801 -0.963547 -5.325802 -0.028 -0.330 -0.120
H 0.660255 2.446311 -3.350494 -1.549 -0.467 0.176
H -0.815357 1.570930 -2.890415 -0.049 -0.183 0.137
H -0.929829 3.121962 -0.907678 0.100 0.316 0.055
H -0.267633 3.501333 1.474277 0.050 0.188 0.222
H 1.581503 2.328684 2.457938 0.116 -0.040 0.021
H 2.974765 0.683324 1.169547 0.030 0.168 0.306
H 2.432551 0.234369 -1.228348 -0.770 0.869 0.660
F 0.503744 4.077470 -4.149668 0.717 -1.171 0.403
Na -0.115230 -1.974065 -0.414464 -0.825 0.114 2.951
K 2.515458 2.497335 -2.271743 3.654 3.780 -2.911
C -3.192109 1.529434 2.913076 -0.712 -0.171 -0.053
Br -1.459492 1.062111 2.183251 -0.511 -0.407 0.525
Br -4.598563 0.406101 2.051052 1.161 0.587 0.649
Br -3.198047 1.417255 4.851587 0.073 0.023 -0.130
H -3.363253 2.569634 2.662788 0.177 0.013 0.043
Cl -6.000396 -1.283578 0.800198 -0.796 -0.962 -0.524
O -1.356677 5.592329 -0.680150 0.265 -1.463 -1.053
P -0.128751 6.514973 -0.594408 4.247 -1.299 -9.071
O 0.094018 6.919803 0.904068 9.290 0.360 0.110
O -0.364978 7.761740 -1.408892 -0.493 0.369 0.926
O 1.098462 5.757068 -1.070845 0.757 -0.076 1.217
N 3.383451 -3.568322 1.532946 0.210 -0.089 0.086
H 3.137917 -4.375605 0.929882 -0.091 0.090 -0.042
H 4.286740 -3.751678 2.010812 -0.007 0.004 -0.044
H 3.464882 -2.712638 0.940995 -0.149 -0.028 -0.020
H 2.633065 -3.426936 2.233748 -0.100 0.050 -0.147
Cs -1.753310 6.748211 1.194976 -13.880 1.698 8.179
O -7.214692 -3.854051 3.127811 0.121 -0.082 0.080
H -6.756615 -3.103914 2.720904 -0.092 0.189 -0.177
H -6.921242 -4.606720 2.607562 -0.022 0.037 -0.040
C 3.550159 -2.627788 5.023902 -0.039 0.043 0.061
C 2.214505 -2.073083 5.220732 0.100 -0.029 -0.008
N 1.165389 -1.638239 5.376136 -0.087 0.017 -0.005
H 4.071090 -2.069404 4.247041 0.031 0.030 0.033
H 4.120273 -2.563348 5.949116 0.019 -0.011 -0.009
H 3.474562 -3.673307 4.727214 0.025 -0.025 0.056
```
Forces are in eV/Å.

Summary:
Relative energy (zero: lowest compared OMol25 entry of this formula, charge and spin) ... 0.0000 eV
Gap between HOMO and LUMO ... 1.40 eV
Net charge ... -1
E_HOMO ... -0.1123 Eh
Lowest unoccupied orbital energy ... -0.0610 Eh

Question: Among the records above, which one has the highest relative energy (zero: lowest compared OMol25 entry of this formula, charge and spin)?
Answer: C5H14N2

Question: What is the formula in the fifth record?
Answer: C5H14N2

Question: What is the formula in the seventh record?
Answer: BH3OS